Record 1
Below is C24H46BFN2NaO3 as an isolated structure, with properties calculated with ωB97M-V with the def2-TZVPD basis set.

Output
total charge = +1
total energy = -1564.01691 Ha

Last column: Mulliken charge in e.
Atoms and positions in Å:
1 C -4.7021 -1.4610 1.2423  -0.15
2 N -3.7656 -2.4636 1.6641  -0.39
3 C -2.7705 -2.7611 0.6127  -0.94
4 B -1.7920 -1.4950 0.1888  0.60
5 C -1.7475 -1.3007 -1.5137  -0.37
6 C -2.0231 0.1091 -1.7835  0.59
7 O -3.1007 0.6069 -2.0234  -0.66
8 F -0.9402 0.9295 -1.7442  -0.30
9 C -0.2547 -1.6229 0.7694  -1.30
10 C 0.2798 -0.4835 1.6066  1.04
11 C 1.5887 -0.0233 1.4438  -0.68
12 C 2.1005 1.0238 2.2067  -0.77
13 C 1.3222 1.6541 3.1782  0.99
14 C 1.8713 2.7841 4.0103  -1.23
15 C 0.0199 1.1912 3.3564  -0.91
16 C -0.4902 0.1503 2.5867  -0.11
17 H -4.2856 -0.4521 1.1120  0.40
18 H -5.0171 -1.7759 0.2387  -0.72
19 H -5.5685 -1.3892 1.9059  0.39
20 H -3.2849 -2.1184 2.4864  0.33
21 H -3.3216 -3.1894 -0.2436  0.19
22 H -2.1678 -3.5846 1.0103  0.25
23 H -2.3334 -0.4905 0.6292  -0.26
24 H -2.5611 -1.8652 -1.9764  0.09
25 H -0.7778 -1.6276 -1.8898  0.35
26 H -0.1320 -2.5531 1.3381  0.41
27 H 0.4330 -1.7210 -0.0806  0.07
28 H 2.2221 -0.4920 0.6973  0.30
29 H 3.1203 1.3569 2.0446  0.36
30 H 2.3180 2.4291 4.9401  0.09
31 H 1.0707 3.4828 4.2612  0.37
32 H 2.6167 3.3442 3.4436  0.38
33 H -0.6129 1.6578 4.1057  0.36
34 H -1.5148 -0.1709 2.7385  0.28
35 C 2.2671 -0.2306 -8.2263  -1.27
36 C 0.9608 0.5649 -8.1962  -0.59
37 C 0.2743 0.6268 -6.8326  -0.63
38 N -0.7929 -0.4195 -6.5939  0.67
39 C -0.2737 -1.7893 -6.8567  -1.27
40 C -1.2672 -0.3058 -5.1573  -0.73
41 C -2.3745 0.7223 -5.1983  -0.44
42 C -3.1214 0.3495 -6.4810  -0.68
43 C -2.0252 -0.1234 -7.4440  -0.59
44 H 2.1217 -1.3003 -8.0823  0.31
45 H 2.7623 -0.0989 -9.1867  0.39
46 H 2.9499 0.1226 -7.4529  0.34
47 H 0.2707 0.1993 -8.9608  0.33
48 H 1.1887 1.5946 -8.4736  0.43
49 H -0.2344 1.5801 -6.7037  0.38
50 H 1.0001 0.5209 -6.0272  0.51
51 H 0.6138 -1.9524 -6.2502  0.36
52 H -0.0373 -1.8922 -7.9111  0.44
53 H -1.0456 -2.5047 -6.5855  0.45
54 H -1.6465 -1.2804 -4.8539  0.33
55 H -0.4262 -0.0366 -4.5233  0.31
56 H -1.9684 1.7326 -5.2527  0.31
57 H -2.9872 0.6642 -4.3011  0.34
58 H -3.6884 1.1804 -6.8939  0.39
59 H -3.8233 -0.4632 -6.2921  0.28
60 H -1.7520 0.6337 -8.1727  0.30
61 H -2.2932 -1.0336 -7.9730  0.33
62 Na -6.1011 -1.6128 -1.4394  0.98
63 C 3.7337 0.5107 10.8585  -0.71
64 O 4.5378 0.3290 9.7083  -0.37
65 C 3.8570 -0.2760 8.6234  -0.70
66 C 3.4118 0.7372 7.5923  -0.35
67 O 2.4442 1.6368 8.1057  -0.37
68 C 2.9775 2.8905 8.4885  -0.74
69 H 4.2757 1.1728 11.5314  0.25
70 H 2.7710 0.9637 10.6103  0.31
71 H 3.5593 -0.4433 11.3679  0.32
72 H 2.9925 -0.8438 8.9827  0.36
73 H 4.5498 -0.9779 8.1496  0.38
74 H 2.9527 0.2075 6.7515  0.36
75 H 4.2795 1.2867 7.2121  0.36
76 H 3.2206 3.4972 7.6088  0.28
77 H 3.8744 2.7770 9.1017  0.33
78 H 2.2129 3.4050 9.0681  0.27

Record 2
Below is a 4-piece molecular cluster, C23H43F3N2O5 overall in a non-equilibrium geometry, with properties calculated with ωB97M-V with the def2-TZVPD basis set.

Output
total charge = 0
total energy = -1687.42830 Ha

Last column: Mulliken charge in e.
Atoms and positions in Å:
1 C 1.2944 -1.7677 1.3342  -1.29
2 C 1.0211 -0.2205 1.2343  -0.17
3 C 0.0965 0.0091 0.0092  -0.72
4 C -0.4626 1.4395 -0.1274  -1.18
5 N -1.2161 1.9494 1.0615  -0.28
6 C -2.1647 1.0138 1.4665  0.10
7 C -2.0768 0.4498 2.7461  0.21
8 C -2.9908 -0.5115 3.1454  -0.15
9 C -2.8468 -1.1481 4.5450  0.00
10 O -3.1389 -0.4071 5.4955  -0.67
11 O -2.4334 -2.3120 4.5827  -0.68
12 N -3.9436 -0.8741 2.2823  0.21
13 C -4.0730 -0.3510 1.0475  -0.40
14 C -5.1900 -0.8548 0.1312  0.66
15 F -6.3484 -0.9812 0.7759  -0.16
16 F -4.8480 -2.0522 -0.3919  -0.26
17 F -5.3101 -0.0172 -0.9101  -0.28
18 C -3.2135 0.5927 0.5844  -0.16
19 H 0.8051 -2.2156 2.2112  0.34
20 H 2.3762 -1.9426 1.4120  0.33
21 H 0.8802 -2.2805 0.4511  0.34
22 H 0.5858 0.1072 2.1882  0.25
23 H 1.9740 0.3006 1.0554  0.32
24 H 0.7258 -0.1600 -0.8860  0.60
25 H -0.6811 -0.7734 -0.0450  0.47
26 H 0.3069 2.1843 -0.3812  0.41
27 H -1.1616 1.4421 -0.9829  0.22
28 H -0.5423 2.1290 1.7996  0.48
29 H -1.2713 0.7970 3.3954  0.56
30 H -4.5885 -1.6009 2.5876  0.27
31 H -3.2838 1.0067 -0.4171  0.61
32 C -6.7839 -1.4242 6.3316  -1.19
33 C -6.5861 -0.2162 5.4347  -0.29
34 O -6.8813 -0.4702 4.0622  -0.31
35 C -8.2121 -0.8577 3.7709  -0.27
36 C -9.2484 0.1865 4.1477  -1.13
37 H -6.2293 -2.2824 5.9481  0.29
38 H -6.4389 -1.2048 7.3420  0.39
39 H -7.8357 -1.7144 6.3938  0.35
40 H -5.5364 0.0771 5.4692  0.32
41 H -7.1636 0.6411 5.7973  0.28
42 H -8.4404 -1.8210 4.2402  0.31
43 H -8.2497 -1.0219 2.6920  0.28
44 H -9.3012 0.3298 5.2281  0.26
45 H -10.2378 -0.1186 3.8036  0.40
46 H -9.0012 1.1515 3.7012  0.31
47 C 4.4380 1.8024 -2.3424  -1.17
48 C 3.0867 1.1109 -2.3523  -0.12
49 O 1.9910 2.0013 -2.4968  -0.30
50 C 1.9562 2.7636 -3.6911  -0.35
51 C 1.8683 1.9199 -4.9510  -1.03
52 H 4.4594 2.5959 -1.5927  0.31
53 H 5.2295 1.0855 -2.1210  0.35
54 H 4.6639 2.2583 -3.3078  0.27
55 H 2.9419 0.6066 -1.3945  0.20
56 H 3.0510 0.3341 -3.1232  0.30
57 H 2.8141 3.4429 -3.7350  0.30
58 H 1.0668 3.3920 -3.6217  0.37
59 H 2.7726 1.3281 -5.1040  0.20
60 H 1.7357 2.5572 -5.8262  0.41
61 H 1.0288 1.2247 -4.8900  0.30
62 C 9.1841 -0.7870 -2.6866  -1.05
63 C 7.9465 -1.4556 -3.2610  -0.33
64 O 7.1395 -0.5873 -4.0371  -0.38
65 C 7.7470 -0.0257 -5.1869  -0.33
66 C 8.1984 -1.0581 -6.2055  -1.07
67 H 8.9127 0.1154 -2.1357  0.27
68 H 9.7050 -1.4684 -2.0128  0.40
69 H 9.8849 -0.4940 -3.4703  0.26
70 H 7.3165 -1.7975 -2.4383  0.33
71 H 8.2157 -2.3457 -3.8396  0.32
72 H 8.5779 0.6277 -4.8989  0.32
73 H 6.9918 0.6163 -5.6431  0.31
74 H 9.0099 -1.6777 -5.8195  0.27
75 H 8.5570 -0.5669 -7.1109  0.39
76 H 7.3745 -1.7243 -6.4678  0.30

Record 3
Below is a 7-piece molecular cluster, C29H39ClN2O22S3 overall in a non-equilibrium geometry, with properties calculated with ωB97M-V with the def2-TZVPD basis set.

Output
total charge = 0
total energy = -4548.05195 Ha
SMILES string = O=S1(=O)OC[C@](O)(CCCSC(=S)n2ccnc2)C[C@@H]1Cl.O=C1OCCO1.O=C1OCCO1.O=C1OCCO1.O=C1OCCO1.O=C1OCCO1.O=C1OCCO1

Last column: Mulliken charge in e.
Atoms and positions in Å:
1 O -1.1709 -2.6502 4.1244  -0.63
2 S -2.2992 -2.9733 3.3094  1.19
3 O -3.3564 -3.7781 3.8333  -0.66
4 O -1.8051 -3.6588 1.9812  -0.48
5 C -0.8177 -2.8488 1.2907  -1.56
6 C -1.4215 -1.6932 0.5508  2.75
7 O -2.1042 -2.2654 -0.5588  -0.84
8 C -0.2300 -0.8618 0.0404  1.18
9 C 0.5475 -0.0849 1.1226  -1.00
10 C 0.8230 1.3882 0.7709  -0.07
11 S -0.3920 2.6004 1.3544  -0.24
12 C -1.5312 2.8918 0.0797  0.20
13 S -2.7937 3.8672 0.3520  -0.20
14 N -1.3463 2.2902 -1.1903  0.36
15 C -0.2447 2.3298 -2.0164  -0.23
16 C -0.5811 1.5633 -3.1120  -0.83
17 N -1.8530 1.0744 -2.9863  -0.62
18 C -2.2895 1.5431 -1.8382  -0.41
19 C -2.3906 -0.8377 1.3897  -0.55
20 C -3.0234 -1.4591 2.6538  0.29
21 Cl -3.0466 -0.2829 3.9870  -0.21
22 H -0.3591 -3.4946 0.5494  0.27
23 H -0.0440 -2.5358 1.9835  0.72
24 H -2.3227 -1.5566 -1.1755  0.46
25 H -0.5611 -0.1934 -0.7412  -1.05
26 H 0.4395 -1.5721 -0.4404  -0.91
27 H 0.0382 -0.1528 2.0815  0.93
28 H 1.5333 -0.5304 1.2221  0.42
29 H 0.9794 1.4777 -0.2909  -0.13
30 H 1.7446 1.6835 1.2490  0.19
31 H 0.6451 2.8712 -1.7655  0.74
32 H 0.0711 1.3651 -3.9410  0.51
33 H -3.2739 1.3579 -1.4563  0.57
34 H -3.2389 -0.6166 0.7552  -0.20
35 H -1.9516 0.1157 1.6644  0.15
36 H -4.0609 -1.7037 2.4743  0.09
37 O -4.8624 -1.1509 -0.7085  -0.41
38 C -5.9109 -1.4831 -0.2604  0.47
39 O -6.1130 -1.9232 0.9969  -0.24
40 C -7.5279 -2.0037 1.2295  -0.42
41 C -8.0742 -2.1346 -0.1818  -0.41
42 O -7.0657 -1.4642 -0.9529  -0.26
43 H -7.7515 -2.8528 1.8681  0.33
44 H -7.8509 -1.0842 1.7190  0.28
45 H -8.1333 -3.1712 -0.5147  0.27
46 H -9.0365 -1.6513 -0.3238  0.34
47 O 2.5361 2.3102 3.2237  -0.51
48 C 3.2435 3.2067 2.8887  0.66
49 O 3.9318 3.9991 3.7304  -0.39
50 C 4.8397 4.8011 2.9574  0.29
51 C 4.1736 4.8110 1.5960  -0.39
52 O 3.4600 3.5673 1.6051  -0.29
53 H 4.9369 5.7895 3.3982  0.33
54 H 5.8118 4.3142 2.9411  -0.27
55 H 3.4545 5.6244 1.4840  0.26
56 H 4.8775 4.8337 0.7691  0.32
57 O 2.9726 0.0098 -1.1481  -0.54
58 C 3.0612 -0.2396 -2.3054  0.65
59 O 3.4516 -1.4298 -2.8084  -0.21
60 C 3.2118 -1.4294 -4.2238  -0.37
61 C 3.2358 0.0542 -4.5412  -0.44
62 O 2.8053 0.6374 -3.3035  -0.32
63 H 3.9873 -1.9958 -4.7317  0.36
64 H 2.2418 -1.8884 -4.4099  0.27
65 H 4.2393 0.4188 -4.7674  0.27
66 H 2.5585 0.3386 -5.3416  0.32
67 O -9.1327 2.0387 -5.8924  -0.52
68 C -8.2838 1.5930 -5.1957  0.60
69 O -8.1741 1.8263 -3.8664  -0.37
70 C -7.1808 0.9422 -3.3314  0.02
71 C -6.3391 0.6282 -4.5516  -0.25
72 O -7.2906 0.7747 -5.6146  -0.36
73 H -6.6242 1.4358 -2.5394  0.28
74 H -7.6745 0.0588 -2.9277  0.07
75 H -5.5327 1.3478 -4.6987  0.24
76 H -5.9270 -0.3765 -4.5484  0.28
77 O 0.9384 -3.3373 -2.4463  -0.49
78 C 1.8950 -3.7117 -1.8531  0.61
79 O 2.1182 -3.4903 -0.5379  -0.19
80 C 3.2366 -4.2817 -0.1246  -0.45
81 C 3.9718 -4.4946 -1.4346  -0.31
82 O 2.9085 -4.4251 -2.3911  -0.39
83 H 3.8176 -3.7425 0.6181  0.34
84 H 2.8675 -5.2134 0.3071  0.29
85 H 4.6844 -3.6961 -1.6463  0.17
86 H 4.4710 -5.4571 -1.5027  0.37
87 O 8.0335 3.5251 2.5002  -0.52
88 C 8.1210 2.8527 3.4752  0.64
89 O 7.1089 2.6270 4.3428  -0.27
90 C 7.5120 1.5978 5.2548  -0.31
91 C 9.0247 1.6973 5.1929  -0.34
92 O 9.2390 2.2100 3.8717  -0.37
93 H 7.0998 1.7926 6.2403  0.29
94 H 7.1384 0.6413 4.8876  0.26
95 H 9.4262 2.4111 5.9135  0.26
96 H 9.5303 0.7431 5.3082  0.30